18
Properties=species:S:1:pos:R:3:forces:R:3 method="wB97M-V/def2-TZVPD" orbital_gap_ha=0.2759 e_tot_ev=-27401.467 charge=-1 e_above_lowest_ev=0.0000 homo_ev=-3.960
C 2.745101 0.137340 0.604928 -1.5 -1.4 -1.0
C 2.244029 -1.096587 0.119030 0.7 2.8 0.3
C 1.922650 1.255840 0.412664 -1.5 -2.9 -0.9
C 0.965027 -1.148226 -0.413306 0.5 -4.8 1.2
C 0.654209 1.121940 -0.134428 -1.5 0.7 -0.4
C 0.073536 -0.159810 -0.466751 -0.6 5.1 -0.1
C -1.306880 -0.167732 -0.897684 -3.7 -2.8 2.1
C -2.374673 -1.299004 -0.156040 2.4 0.3 -2.0
O -2.247583 1.769666 0.808480 -0.4 -0.3 -0.6
O -2.305746 -2.504349 -0.033276 -0.2 1.6 0.1
O -3.500281 1.479875 -1.312840 1.0 -0.1 0.5
O -3.422793 -0.504591 0.200236 1.3 0.6 -0.4
S -2.564985 0.946013 -0.341983 -0.3 -0.5 0.2
H 3.595762 0.087746 1.237647 0.9 0.5 0.1
H 2.898071 -1.943401 0.140448 -0.1 -0.6 0.2
H 2.112990 2.170053 0.789013 1.2 3.0 1.2
H 0.567702 -2.172966 -0.342629 0.0 0.2 -1.1
H -0.056142 2.028201 -0.213504 1.6 -1.4 0.2

---

73
Properties=species:S:1:pos:R:3:forces:R:3 method="wB97M-V/def2-TZVPD" orbital_gap_ha="0.2274 / 0.2273" e_tot_ev=-140859.593 charge=+1 e_above_lowest_ev=0.0000 homo_ev="-10.541 / -10.541"
Au 0.054886 0.098621 0.162431 0.6 -0.5 0.7
C -1.105260 3.534478 0.680375 -0.2 -0.6 0.1
P 0.308641 2.471138 0.307106 0.5 -0.6 -0.1
C 1.679541 3.092079 1.330539 -0.2 -0.3 0.0
C 0.790534 2.913277 -1.404631 0.0 -0.3 0.1
C 2.006454 2.113972 -1.874129 0.0 -0.1 0.0
P 1.644125 0.309522 -1.879046 -0.2 0.0 -0.9
C 3.207688 -0.397991 -2.508279 -0.1 0.1 0.2
C 0.554030 0.148119 -3.334572 0.3 0.2 -0.1
H -0.818048 4.577800 0.555454 0.1 0.0 0.0
H -1.437309 3.356517 1.702705 0.0 0.0 0.0
H -1.917830 3.282673 -0.001259 0.0 0.0 0.0
H 1.964702 4.088375 0.992602 0.0 0.0 0.0
H 2.531265 2.417244 1.255523 0.0 0.0 0.0
H 1.364541 3.138674 2.372450 0.0 0.1 0.0
H 0.989467 3.986762 -1.429058 -0.1 0.0 0.1
H -0.075949 2.708377 -2.038412 0.0 0.1 0.0
H 2.859689 2.284689 -1.212754 0.0 0.0 -0.1
H 2.302256 2.408977 -2.883592 0.0 0.1 0.0
H 3.453086 0.059409 -3.467741 0.1 0.0 0.0
H 3.085273 -1.472069 -2.643453 0.0 0.0 0.0
H 4.015010 -0.223237 -1.798285 0.0 0.0 0.0
H 0.946459 0.730255 -4.172163 0.0 -0.1 -0.1
H -0.445389 0.490243 -3.076412 -0.1 0.0 0.0
H 0.504683 -0.903837 -3.614832 -0.1 0.0 0.0
C -2.224765 -3.663936 -5.461578 0.0 0.0 0.1
C -2.890729 -3.104700 -4.192639 -0.1 0.0 -0.1
C -4.290464 -3.720179 -4.034222 0.1 0.0 0.0
C -3.041855 -1.593000 -4.356682 0.0 -0.1 0.0
C -2.041859 -3.468081 -2.979427 0.0 0.0 0.0
C -1.763295 -4.825375 -2.724883 0.0 -0.1 0.1
C -1.008074 -5.239310 -1.649417 0.0 0.0 0.0
C -0.492349 -4.267373 -0.801613 0.1 0.3 0.1
S 0.484195 -4.457335 0.623605 -0.1 0.3 0.0
C 0.503477 -2.740999 0.822495 0.0 -0.7 -0.1
N -0.142262 -2.086476 -0.103970 0.3 1.2 0.7
C -0.741899 -2.911449 -1.036876 -0.2 -0.3 -0.3
C -1.535292 -2.514673 -2.114353 0.0 0.2 0.1
C 1.151421 -2.045382 1.910923 0.1 0.0 0.2
C 1.807466 -2.702887 2.954751 -0.1 0.1 -0.2
C 2.361105 -1.969373 3.986637 0.1 0.0 0.1
C 2.251289 -0.586185 3.994287 -0.1 0.0 -0.1
C 1.602249 0.075018 2.953837 0.1 0.0 0.1
C 1.068985 -0.654000 1.914080 -0.5 0.9 -0.7
H -2.779585 -3.338933 -6.342945 0.0 0.0 0.0
H -2.208718 -4.753560 -5.462648 0.0 0.0 0.0
H -1.196516 -3.307572 -5.552326 0.0 0.0 0.0
H -4.908788 -3.469366 -4.897594 0.0 0.0 0.0
H -4.781391 -3.338399 -3.137041 0.0 0.0 0.0
H -4.240472 -4.806583 -3.960143 0.0 0.0 0.0
H -3.665893 -1.385409 -5.226096 0.0 0.0 0.0
H -2.076301 -1.106533 -4.511978 0.0 0.0 0.0
H -3.528765 -1.148780 -3.487550 0.0 0.0 -0.1
H -2.168663 -5.583950 -3.380341 0.0 0.0 0.0
H -0.826186 -6.289458 -1.464526 0.0 0.0 0.0
H -1.757452 -1.460565 -2.220947 0.1 0.0 -0.1
H 1.861467 -3.784813 2.954747 0.1 0.0 0.0
H 2.872005 -2.475185 4.794758 0.0 0.0 0.0
H 2.660835 -0.010239 4.813842 0.0 0.0 0.0
H 1.515866 1.152177 2.983602 0.0 -0.1 0.0
Br -6.707653 0.683266 -3.757285 0.0 0.0 0.1
C -5.978073 0.689066 -2.012505 0.0 0.0 0.0
C -6.809996 0.715796 -0.899388 0.1 0.0 -0.1
N -6.327085 0.715161 0.335066 -0.2 0.0 0.3
C -5.016688 0.661832 0.522766 0.1 -0.1 -0.2
C -4.113486 0.628012 -0.535944 0.1 0.0 -0.1
C -4.609265 0.659176 -1.831028 -0.1 0.1 -0.1
C -2.640799 0.521059 -0.296294 -0.3 -0.2 0.9
O -2.236116 0.178144 0.837651 -1.0 0.2 -0.4
O -1.844824 0.767459 -1.256368 0.6 0.1 -0.1
H -7.888050 0.739804 -1.005400 0.0 0.0 0.0
H -4.660744 0.644043 1.545428 0.0 0.0 0.0
H -3.934089 0.663968 -2.674930 0.0 0.0 0.0

---

16
Properties=species:S:1:pos:R:3:forces:R:3 method="wB97M-V/def2-TZVPD" orbital_gap_ha="0.2923 / 0.2927" e_tot_ev=-7391.405 e_above_lowest_ev=3.3599 homo_ev="-6.790 / -6.824"
C -0.882473 0.545403 2.321176 0.0 0.0 0.1
C 0.459665 0.591311 1.575804 0.0 -0.1 0.0
C 0.270037 0.361990 0.115226 -0.4 0.6 0.2
O 1.040651 -0.522968 -0.452925 0.6 -0.3 0.5
C 0.999350 -0.962653 -1.681255 -0.2 -0.2 -0.6
C -0.145692 -0.592525 -2.531437 -0.2 -0.1 -0.1
H -1.503793 1.413743 2.067715 0.1 -0.2 0.0
H -0.728843 0.550775 3.403215 0.0 0.1 -0.1
H -1.448146 -0.360372 2.072461 0.1 0.2 0.0
H 0.963802 1.549035 1.802532 -0.1 -0.2 -0.1
H 1.130193 -0.200319 1.930029 -0.1 0.1 0.1
H -0.427245 0.926778 -0.494017 0.1 -0.1 0.0
H 1.687609 -1.775004 -1.877400 -0.1 0.2 0.1
H -1.092515 -0.671474 -1.958882 0.2 0.0 0.0
H -0.206594 -1.292183 -3.365755 0.0 0.2 -0.1
H -0.116006 0.438464 -2.926486 0.0 -0.2 0.1

---

6
Properties=species:S:1:pos:R:3:forces:R:3 method="wB97M-V/def2-TZVPD" orbital_gap_ha="0.2864 / 0.2644" spin_multiplicity=3 e_tot_ev=-14392.795 e_above_lowest_ev=2.5436 homo_ev="-7.915 / -10.452"
C -0.341778 1.274663 0.108074 -0.6 -2.2 -0.8
C -0.213213 0.019277 -0.698185 -2.3 4.5 1.1
N -0.478852 2.043828 0.975012 0.2 -0.3 -1.0
F 0.463007 -2.268896 1.233154 -1.4 -1.7 1.5
I 1.344180 -0.967427 0.005824 3.8 -0.1 -1.1
H -0.773345 -0.101446 -1.623879 0.3 -0.2 0.3

---

14
Properties=species:S:1:pos:R:3:forces:R:3 method="wB97M-V/def2-TZVPD" orbital_gap_ha=0.3341 smiles="C=NSCCN" e_tot_ev=-17054.060 e_above_lowest_ev=2.6702 homo_ev=-8.257
C 1.386091 -0.102163 -0.651863 -1.9 -0.8 -1.0
C 0.401948 -0.676844 0.423504 0.9 -0.9 -0.8
C -3.165160 0.581250 0.082661 -0.4 -2.6 1.4
H 2.857395 -0.246577 0.717832 0.0 0.0 -0.3
H 2.734895 1.261264 0.124410 -0.3 0.2 0.0
H 1.740180 -0.877904 -1.356991 -1.4 0.0 -0.1
H 0.906515 0.744244 -1.190737 0.3 -0.7 0.2
H 0.321184 0.050190 1.248062 -0.4 -0.3 -0.3
H 0.955250 -1.628681 0.850096 -1.7 1.5 -0.8
H -3.788858 -0.035349 0.832831 1.3 0.3 -1.1
H -3.581388 1.499995 -0.128971 -0.9 2.1 -0.5
N 2.591802 0.291905 -0.104753 2.9 1.1 2.0
N -2.092171 0.312986 -0.518736 0.9 0.7 0.1
S -1.267682 -1.174312 -0.327339 0.8 -0.7 1.2

---

9
Properties=species:S:1:pos:R:3:forces:R:3 method="wB97M-V/def2-TZVPD" orbital_gap_ha=0.4092 e_tot_ev=-24733.649 e_above_lowest_ev=0.0000 homo_ev=-11.396
N 0.889162 -0.106189 0.937872 2.0 -0.9 -1.2
N 1.031843 -0.451833 -0.293514 2.6 0.1 3.3
O 1.852074 -1.143179 -0.786362 1.3 -1.3 -1.1
O 0.182218 0.118490 -1.117661 -2.7 1.1 0.2
O -1.011216 1.759797 0.526895 0.3 0.2 0.0
O -1.501307 -0.701787 0.610329 -0.6 -0.4 0.0
F -2.047521 0.641864 -1.265637 0.5 -0.1 0.4
S -1.077248 0.473035 -0.030122 -2.4 0.9 -1.4
H 1.681997 -0.590197 1.418200 -1.0 0.4 -0.1

---

15
Properties=species:S:1:pos:R:3:forces:R:3 method="wB97M-V/def2-TZVPD" orbital_gap_ha="0.3219 / 0.2827" spin_multiplicity=3 e_tot_ev=-16393.090 e_above_lowest_ev=0.0105 homo_ev="-7.860 / -10.366"
C -1.431331 -1.715439 0.824033 2.0 3.0 1.3
C 0.480884 -0.527164 -0.008390 -2.3 -1.4 0.3
C 2.420009 0.439915 -0.828987 1.2 -4.4 1.3
C -0.544429 -0.672575 1.039931 2.5 -2.3 -2.0
C -1.967392 1.023033 0.181251 -2.9 -0.5 1.2
N -1.999118 -2.651127 0.562089 -2.5 -3.5 -1.0
N 1.476319 0.179218 0.245531 1.9 1.8 -0.1
F -3.224234 0.491442 0.120050 1.2 0.9 0.0
F -1.506404 1.227337 -1.005758 0.2 1.2 -0.5
F -1.932021 1.976292 1.116363 0.2 0.1 -1.4
H 0.329301 -1.053346 -0.983933 0.0 0.3 0.6
H 2.460771 -0.349127 -1.608253 -0.9 0.8 -0.3
H 3.452457 0.368236 -0.505570 0.3 -0.1 1.0
H 2.395611 1.410079 -1.079416 -0.8 3.5 -1.6
H -0.410416 -0.146768 1.931065 -0.1 0.7 1.2